Record 1
{"formula": "C27H34F3I2N3O13", "method": "ωB97M-V with the def2-TZVPD basis set", "charge": 0, "smiles": "CCCCOc1nc2c(N(C(=O)F)C(=O)F)c(CCF)c(I)cc2nc1CC(=O)I.COC(=O)OC.COC(=O)OC.COC(=O)OC", "e_homo_ev": -9.4, "symbols": ["C", "C", "C", "C", "O", "C", "N", "C", "C", "N", "C", "O", "F", "C", "O", "F", "C", "C", "C", "F", "C", "I", "C", "C", "N", "C", "C", "C", "O", "I", "H", "H", "H", "H", "H", "H", "H", "H", "H", "H", "H", "H", "H", "H", "H", "H", "C", "O", "C", "O", "O", "C", "H", "H", "H", "H", "H", "H", "C", "O", "C", "O", "O", "C", "H", "H", "H", "H", "H", "H", "C", "O", "C", "O", "O", "C", "H", "H", "H", "H", "H", "H"], "coordinates": [[-3.9684, -1.5961, -1.4069], [-4.9297, -2.0355, -0.2622], [-4.2203, -2.3211, 1.0762], [-3.3588, -3.6014, 1.0445], [-2.3955, -3.6412, 2.1248], [-1.2487, -3.0221, 1.7462], [-1.0365, -1.8212, 2.1868], [0.1189, -1.2555, 1.7274], [0.4074, 0.0776, 2.1451], [-0.4671, 0.8344, 3.0237], [-0.4551, 0.3977, 4.3735], [-0.9464, 1.0437, 5.2455], [0.1725, -0.7449, 4.7033], [-1.7883, 0.9762, 2.5181], [-2.7850, 0.5270, 2.9756], [-1.8263, 1.7157, 1.3891], [1.5561, 0.7074, 1.7179], [1.8678, 2.1216, 2.2082], [1.2823, 3.1935, 1.2647], [1.3156, 4.4343, 1.8937], [2.4415, 0.0232, 0.8119], [4.1803, 1.0213, 0.1202], [2.1386, -1.2412, 0.4162], [0.9797, -1.9375, 0.8652], [0.8059, -3.2187, 0.4208], [-0.3103, -3.7118, 0.8823], [-0.6712, -5.1572, 0.4631], [0.5218, -5.7520, -0.3266], [0.6621, -5.5008, -1.4769], [1.9625, -7.0671, 0.6044], [-4.5590, -0.9502, -2.0795], [-3.1210, -0.9884, -1.0528], [-3.6132, -2.4306, -2.0291], [-5.6163, -1.1866, -0.1021], [-5.5574, -2.8678, -0.6231], [-4.9555, -2.3697, 1.8943], [-3.5712, -1.4521, 1.2886], [-2.8222, -3.5868, 0.0805], [-4.0268, -4.4713, 1.0993], [2.9478, 2.2548, 2.3588], [1.4086, 2.2603, 3.2000], [1.8838, 3.1945, 0.3402], [0.2224, 3.0005, 1.0401], [2.8145, -1.7423, -0.2801], [-0.9111, -5.7627, 1.3459], [-1.4893, -5.0857, -0.2648], [-6.0419, 2.8509, -4.1868], [-5.0243, 2.5817, -5.1524], [-4.5205, 1.3493, -5.0872], [-4.8481, 0.4923, -4.3086], [-3.5886, 1.2324, -6.0335], [-2.9585, -0.0491, -6.0795], [-6.3689, 3.8761, -4.3404], [-6.8929, 2.1862, -4.3294], [-5.6479, 2.7562, -3.1757], [-3.6856, -0.8301, -6.2979], [-2.4436, -0.2583, -5.1426], [-2.2228, -0.0269, -6.8793], [7.9880, 3.0014, 3.7772], [6.6796, 2.4579, 3.9534], [6.4303, 2.0156, 5.1871], [7.1936, 2.0415, 6.1144], [5.1833, 1.5396, 5.2095], [4.7743, 1.0274, 6.4789], [8.0665, 3.3230, 2.7416], [8.1365, 3.8648, 4.4243], [8.7480, 2.2448, 3.9678], [4.7949, 1.8113, 7.2347], [5.4052, 0.1915, 6.7777], [3.7521, 0.6731, 6.3698], [3.6640, 0.9396, -4.9342], [2.2934, 0.5696, -4.8123], [1.5050, 1.5355, -4.3282], [1.8518, 2.6411, -4.0059], [0.2623, 1.0546, -4.2635], [-0.7002, 1.9808, -3.7584], [4.2061, 0.0871, -5.3359], [3.7752, 1.7761, -5.6232], [4.0829, 1.1874, -3.9596], [-0.7690, 2.8557, -4.4036], [-0.4547, 2.2766, -2.7389], [-1.6652, 1.4791, -3.7517]], "forces_ev_per_a": [[-0.8, 0.1, -0.2], [0.3, 0.4, -0.3], [0.1, 0.1, 0.1], [-0.8, 0.9, -0.5], [0.1, -0.3, -0.6], [0.1, 0.4, 0.3], [0.4, -0.5, -0.5], [-0.8, 0.2, 0.6], [1.2, 0.4, -0.9], [-0.1, -2.2, -0.3], [-1.1, 1.2, 2.0], [0.3, -0.4, -0.7], [0.1, 0.5, -1.3], [-1.2, -0.2, 0.4], [0.7, 0.6, -0.2], [0.6, -0.4, 0.4], [0.6, 0.7, 0.0], [-0.5, -0.1, 0.4], [0.1, -0.6, 0.2], [0.3, -0.2, -0.2], [-0.6, 0.6, 0.7], [-0.4, -0.5, 0.0], [0.6, -0.4, -0.6], [1.7, 1.2, -0.5], [-1.5, 0.9, 1.3], [-0.3, -2.0, -0.5], [1.1, 0.3, 0.2], [-0.6, 0.6, -0.7], [0.0, -0.2, 0.3], [-0.3, 0.2, 0.3], [0.4, -0.2, 0.1], [-0.2, -0.3, 0.0], [0.1, 0.2, 0.3], [0.2, -0.4, 0.1], [0.2, 0.1, 0.3], [0.3, -0.1, -0.2], [-0.2, -0.4, 0.0], [-0.2, -0.3, 0.3], [0.5, 0.0, 0.1], [-0.3, 0.0, -0.3], [0.1, 0.0, -0.4], [-0.3, 0.4, 0.2], [0.4, -0.1, 0.0], [-0.3, -0.1, 0.2], [-0.2, 0.2, -0.3], [0.1, -0.4, 0.3], [-0.2, 0.2, 0.2], [0.0, 0.0, 0.0], [0.0, 0.1, -0.1], [0.0, 0.0, 0.1], [0.0, 0.0, 0.0], [0.2, -0.3, -0.1], [0.2, 0.0, -0.2], [0.1, -0.1, 0.1], [0.0, -0.1, 0.0], [0.0, 0.0, 0.2], [-0.1, -0.1, 0.0], [-0.1, 0.3, 0.0], [0.3, 0.1, -0.1], [-0.1, 0.0, -0.1], [-0.1, 0.0, -0.1], [0.0, 0.0, 0.0], [0.0, 0.0, -0.1], [-0.2, -0.1, 0.2], [-0.2, -0.1, 0.0], [0.0, -0.1, 0.1], [0.0, 0.0, 0.1], [0.1, 0.0, 0.0], [0.1, 0.1, 0.0], [0.0, 0.1, -0.2], [0.4, 0.1, -0.1], [-0.2, 0.0, 0.0], [0.1, -0.2, 0.0], [0.0, -0.1, 0.0], [-0.1, -0.1, 0.0], [-0.3, 0.2, 0.1], [-0.3, -0.1, 0.0], [0.0, 0.1, 0.1], [-0.1, 0.1, 0.0], [0.1, 0.0, 0.1], [0.1, 0.1, -0.1], [0.1, -0.2, -0.1]]}

***

Record 2
{"formula": "C27H34FN3PbS2Si", "method": "ωB97M-V with the def2-TZVPD basis set", "charge": -2, "e_homo_ev": -1.3, "symbols": ["Pb", "C", "C", "C", "C", "C", "C", "C", "C", "C", "C", "C", "C", "N", "C", "C", "C", "C", "C", "C", "F", "H", "H", "H", "H", "H", "H", "H", "H", "H", "H", "H", "H", "H", "H", "H", "H", "H", "H", "H", "H", "H", "C", "Si", "C", "C", "C", "C", "H", "H", "H", "H", "H", "H", "H", "H", "H", "S", "C", "N", "C", "C", "C", "N", "H", "H", "H", "H", "S"], "coordinates": [[0.0814, -0.8330, 1.0032], [-0.6337, 3.1999, -3.1709], [-0.1621, 2.4356, -1.9324], [1.1780, 1.7441, -2.1975], [-0.0755, 3.3306, -0.7096], [0.8076, 4.4041, -0.7141], [0.9715, 5.2121, 0.3994], [0.2467, 4.9191, 1.5459], [-0.6437, 3.8531, 1.5951], [-1.3976, 3.5909, 2.8845], [-2.9069, 3.7828, 2.7151], [-1.0882, 2.2251, 3.5042], [-0.8394, 3.0494, 0.4489], [-1.7088, 1.9722, 0.4982], [-2.8562, 2.0405, -0.1688], [-3.4144, 3.1879, -0.8069], [-4.6385, 3.1579, -1.4606], [-5.3998, 1.9996, -1.5327], [-4.8913, 0.8491, -0.9142], [-3.6857, 0.8858, -0.2713], [-3.2301, -0.2614, 0.3104], [-0.7053, 2.5281, -4.0308], [0.0658, 4.0003, -3.4299], [-1.6165, 3.6422, -3.0010], [-0.8966, 1.6603, -1.7128], [1.9525, 2.4715, -2.4576], [1.0878, 1.0361, -3.0259], [1.5166, 1.1947, -1.3187], [1.3918, 4.6023, -1.6076], [1.6671, 6.0434, 0.3829], [0.3776, 5.5295, 2.4348], [-1.0512, 4.3531, 3.5937], [-3.3174, 3.0326, 2.0364], [-3.1349, 4.7713, 2.3081], [-3.4089, 3.6842, 3.6825], [-1.5635, 1.4277, 2.9377], [-1.4487, 2.1800, 4.5361], [-0.0152, 2.0280, 3.5173], [-2.8522, 4.1138, -0.7643], [-5.0030, 4.0702, -1.9238], [-6.3526, 1.9768, -2.0456], [-5.4304, -0.0912, -0.9335], [1.6157, -6.9654, -0.8249], [1.6128, -5.4371, -1.9200], [3.3412, -5.2282, -2.6216], [0.4211, -5.7363, -3.3394], [1.1278, -3.9796, -0.9784], [0.7960, -2.9787, -0.3443], [1.8914, -7.8624, -1.3872], [0.6270, -7.1202, -0.3886], [2.3268, -6.8447, -0.0049], [3.6521, -6.1089, -3.1911], [4.0615, -5.0664, -1.8172], [3.3815, -4.3578, -3.2792], [0.6924, -6.6211, -3.9217], [0.4093, -4.8723, -4.0067], [-0.5919, -5.8713, -2.9551], [4.1728, -0.5541, 0.6509], [3.9616, -1.8223, 1.7243], [3.0728, -2.8240, 1.4054], [2.6056, -3.7175, 2.2853], [3.1954, -3.7903, 3.5191], [4.2123, -2.8610, 3.7592], [4.5921, -1.9146, 2.9280], [2.5832, -2.7978, 0.5015], [1.7776, -4.3172, 1.9311], [2.8471, -4.4739, 4.2767], [4.7433, -2.8848, 4.7092], [-0.1046, -1.9925, 3.0858]], "forces_ev_per_a": [[0.0, -0.1, 0.0], [0.0, 0.0, 0.0], [0.0, 0.0, 0.0], [0.0, 0.0, 0.0], [0.0, 0.0, 0.0], [0.0, 0.0, 0.0], [0.0, 0.0, 0.0], [0.0, 0.0, 0.0], [0.0, 0.0, 0.0], [0.0, 0.0, 0.0], [-0.1, 0.0, 0.0], [0.0, 0.0, 0.0], [-0.1, 0.1, 0.0], [0.0, -0.1, 0.0], [0.1, 0.0, -0.1], [0.0, 0.0, 0.0], [0.0, 0.0, 0.0], [0.0, 0.0, 0.0], [0.0, 0.0, 0.0], [0.0, -0.1, 0.0], [0.0, 0.1, -0.1], [0.0, 0.0, 0.0], [0.0, 0.0, 0.0], [0.0, 0.0, 0.0], [0.0, 0.0, 0.0], [0.0, 0.0, 0.0], [0.0, 0.0, 0.0], [0.0, 0.0, 0.0], [0.0, 0.0, 0.0], [0.0, 0.0, 0.0], [0.0, 0.0, 0.0], [0.0, 0.0, 0.0], [0.0, 0.1, 0.1], [0.0, 0.0, 0.0], [0.0, 0.0, 0.0], [0.0, 0.0, 0.0], [0.0, 0.0, 0.0], [0.0, 0.0, 0.0], [0.0, 0.0, 0.0], [0.0, 0.0, 0.0], [0.0, 0.0, 0.0], [0.0, 0.0, 0.0], [0.0, 0.0, 0.0], [0.0, 0.0, 0.0], [0.0, 0.0, 0.0], [0.0, 0.0, 0.0], [0.0, -0.1, 0.0], [-0.3, 0.2, -0.1], [0.0, 0.0, 0.0], [0.0, 0.0, 0.0], [0.0, 0.0, 0.0], [0.0, 0.0, 0.0], [0.0, 0.0, 0.0], [0.0, 0.0, 0.0], [0.0, 0.0, 0.0], [0.0, 0.0, 0.0], [0.0, 0.0, 0.0], [0.1, -0.2, 0.1], [0.0, 0.1, -0.1], [-0.1, -0.1, 0.1], [0.2, 0.1, 0.1], [-0.1, -0.1, 0.0], [0.1, 0.1, -0.1], [0.0, -0.1, 0.1], [0.1, 0.2, 0.1], [0.0, 0.0, 0.1], [0.0, 0.0, 0.0], [0.0, 0.0, 0.0], [0.0, 0.0, 0.0]]}

***

Record 3
{"formula": "C27H34N4O3", "method": "ωB97M-V with the def2-TZVPD basis set", "relative_energy_ev": 0.114, "charge": 0, "smiles": "CCN1CCC[C@@H]1CN(Cc1cc2cc(C)cc(C)c2[nH]c1=O)C(=O)Nc1ccccc1OC", "e_homo_ev": -7.9, "symbols": ["C", "C", "N", "C", "C", "C", "C", "C", "N", "C", "C", "C", "C", "C", "C", "C", "C", "C", "C", "C", "N", "C", "O", "C", "O", "N", "C", "C", "C", "C", "C", "C", "O", "C", "H", "H", "H", "H", "H", "H", "H", "H", "H", "H", "H", "H", "H", "H", "H", "H", "H", "H", "H", "H", "H", "H", "H", "H", "H", "H", "H", "H", "H", "H", "H", "H", "H", "H"], "coordinates": [[-4.5340, -2.0206, 1.1850], [-4.5353, -0.4962, 1.2429], [-4.9149, 0.0534, -0.0369], [-6.3436, 0.0971, -0.3121], [-6.6675, 1.5593, -0.6266], [-5.3644, 2.0365, -1.2565], [-4.2998, 1.3123, -0.4251], [-3.0244, 1.0563, -1.2475], [-1.9185, 0.5840, -0.4437], [-1.2536, 1.5390, 0.4128], [0.2442, 1.5882, 0.2311], [0.8905, 1.1264, -0.8610], [2.3148, 1.1185, -0.9473], [2.9974, 0.5719, -2.0400], [4.3734, 0.5559, -2.0754], [5.1232, -0.0272, -3.2336], [5.0808, 1.1025, -0.9982], [4.4508, 1.6509, 0.0990], [5.2392, 2.2272, 1.2390], [3.0457, 1.6549, 0.1268], [2.3532, 2.1670, 1.1918], [0.9897, 2.1470, 1.3549], [0.4881, 2.5775, 2.3814], [-1.5547, -0.7339, -0.5489], [-1.9991, -1.4620, -1.4136], [-0.6489, -1.1517, 0.4027], [0.2544, -2.2052, 0.2696], [0.0383, -3.3049, -0.5451], [0.9919, -4.3065, -0.6316], [2.1598, -4.2192, 0.0981], [2.3895, -3.1256, 0.9224], [1.4477, -2.1181, 1.0141], [1.5765, -0.9872, 1.7926], [2.7021, -0.8776, 2.6242], [-3.8765, -2.3473, 0.3844], [-5.5340, -2.3968, 0.9853], [-4.1840, -2.4359, 2.1271], [-3.5265, -0.1543, 1.4811], [-5.2063, -0.1525, 2.0526], [-6.5599, -0.5343, -1.1825], [-6.9216, -0.2815, 0.5357], [-6.8622, 2.1103, 0.2956], [-7.5258, 1.6687, -1.2864], [-5.3080, 1.7003, -2.2924], [-5.2438, 3.1181, -1.2282], [-4.0421, 1.9205, 0.4596], [-2.7295, 1.9753, -1.7659], [-3.2381, 0.2754, -1.9794], [-1.6622, 2.5285, 0.1826], [-1.4588, 1.3664, 1.4801], [0.3332, 0.7130, -1.6903], [2.4226, 0.1536, -2.8527], [5.7877, -0.8208, -2.8950], [4.4391, -0.4377, -3.9710], [5.7345, 0.7371, -3.7122], [6.1613, 1.0898, -1.0299], [5.0180, 1.7062, 2.1713], [5.0098, 3.2846, 1.3734], [6.3042, 2.1347, 1.0443], [2.8755, 2.5564, 1.9667], [-0.3619, -0.4911, 1.1089], [-0.8737, -3.3552, -1.1154], [0.8131, -5.1577, -1.2706], [2.9048, -4.9980, 0.0359], [3.3113, -3.0707, 1.4800], [2.7806, -1.7275, 3.3094], [3.6249, -0.7946, 2.0387], [2.5506, 0.0335, 3.2019]], "forces_ev_per_a": [[0.1, 0.3, 0.2], [0.0, -0.4, 0.0], [0.0, 0.3, 0.1], [-0.2, -0.1, -0.2], [0.1, -0.1, 0.0], [0.0, -0.1, 0.3], [0.4, 0.1, -0.3], [-0.4, 0.1, 0.0], [0.1, 0.1, -0.1], [0.2, 0.0, 0.3], [0.0, 0.1, -0.4], [-0.3, 0.3, 0.4], [0.4, 0.1, 0.3], [0.2, 0.1, 0.2], [-0.1, 0.0, -0.1], [0.0, 0.0, 0.0], [-0.3, 0.0, 0.0], [0.0, 0.0, 0.0], [-0.1, 0.0, -0.1], [0.0, -0.4, -0.7], [0.3, 0.2, 0.3], [0.2, 0.0, -0.1], [-0.2, 0.0, 0.2], [0.1, 0.1, 0.2], [0.0, -0.4, -0.3], [-0.1, 0.2, 0.5], [0.2, -0.2, 0.0], [-0.1, 0.0, 0.0], [0.2, -0.1, 0.0], [0.0, -0.1, -0.1], [0.1, 0.2, 0.1], [-0.1, 0.1, 0.0], [-0.4, -0.3, -0.4], [0.2, 0.0, 0.2], [0.1, -0.1, -0.1], [-0.1, -0.1, 0.0], [0.0, -0.1, 0.1], [0.0, 0.1, 0.0], [0.1, 0.0, -0.1], [-0.2, 0.0, 0.1], [0.0, -0.1, 0.0], [0.0, 0.0, 0.0], [-0.1, 0.0, 0.0], [0.0, 0.0, -0.1], [0.0, 0.0, -0.1], [0.0, 0.0, 0.0], [0.1, 0.0, 0.0], [0.0, 0.2, 0.0], [0.0, -0.1, 0.1], [0.0, 0.1, -0.1], [-0.1, -0.1, -0.1], [-0.1, -0.1, -0.1], [0.1, -0.1, -0.1], [0.0, 0.0, -0.1], [0.1, 0.0, -0.1], [0.1, 0.0, 0.0], [0.0, 0.0, 0.1], [0.0, 0.1, 0.1], [0.0, 0.0, 0.0], [-0.2, 0.0, -0.1], [-0.1, 0.0, -0.1], [-0.1, 0.0, 0.0], [0.0, -0.1, -0.1], [0.1, -0.1, 0.0], [0.1, 0.1, 0.1], [0.0, 0.0, 0.0], [0.0, 0.0, 0.0], [0.1, 0.0, 0.0]]}

***

The evaluated LUMO level for the records listed, in turn: -0.9586, 4.3740, 0.1888 eV.
The evaluated E_tot for the records listed, in turn: -83992.0688, -70535.5134, -40655.6266 eV.